## one
This record from OMol25 describes 2 unconnected molecules or ions with the total composition C8H19NO. The level of theory is ωB97M-V/def2-TZVPD.

ORCA input file:
```
! wB97M-V def2-TZVPD RIJCOSX def2/J DEFGRID3
* xyz 0 1
C -2.05 -0.33 -0.39
C -0.82 0.26 -1.04
O -0.76 1.48 -1.22
C 0.30 -0.67 -1.55
C 1.66 -0.02 -1.24
C 0.13 -0.82 -3.06
C 0.27 -2.06 -0.90
H -2.59 0.47 0.14
H -2.70 -0.77 -1.14
H -1.77 -1.07 0.37
H 1.82 0.06 -0.16
H 2.48 -0.61 -1.65
H 1.73 0.99 -1.66
H -0.84 -1.25 -3.31
H 0.91 -1.46 -3.49
H 0.19 0.16 -3.56
H -0.66 -2.60 -1.12
H 0.37 -1.99 0.19
H 1.10 -2.68 -1.26
C -0.66 0.98 3.38
C 0.43 0.92 2.33
N 1.07 2.21 2.16
H -1.19 0.02 3.43
H -1.40 1.75 3.15
H -0.24 1.18 4.37
H 1.17 0.16 2.59
H -0.02 0.62 1.38
H 1.68 2.17 1.34
H 0.37 2.91 1.93
*
```

HOMO	-9.20	eV
Kohn-Sham gap	9.93	eV
LUMO	0.7314	eV
structure (SMILES)	CC(=O)C(C)(C)C.CCN

=====

## two
This record from OMol25 describes a molecular structure, C8H19NO. The level of theory is ωB97M-V/def2-TZVPD.

ORCA input file:
```
! wB97M-V def2-TZVPD RIJCOSX def2/J DEFGRID3
* xyz 0 1
C -2.06 2.35 0.63
C -2.15 -0.22 -0.48
C -2.50 -0.92 0.83
N -1.15 2.96 -0.06
H -0.02 2.15 -0.14
H -1.47 3.45 -0.89
H -3.13 2.52 0.52
H -1.70 1.83 1.51
H -3.03 0.22 -0.95
H -1.75 -0.95 -1.19
H -3.20 -1.75 0.67
H -2.95 -0.23 1.53
H -1.60 -1.32 1.29
C 1.86 0.52 1.48
C 1.31 -1.12 -2.02
C 2.70 -1.92 -0.05
C 1.39 0.21 0.09
C 1.73 -0.91 -0.59
O 0.49 1.07 -0.44
H -1.16 0.39 -0.40
H 2.91 0.30 1.64
H 1.70 1.58 1.71
H 1.30 -0.08 2.21
H 2.17 -1.11 -2.68
H 0.78 -2.07 -2.12
H 2.53 -2.16 1.00
H 3.73 -1.56 -0.15
H 2.62 -2.87 -0.59
H 0.63 -0.34 -2.34
*
```

HOMO	-6.99	eV
Kohn-Sham gap	7.14	eV
LUMO	0.1521	eV

=====

## three
This record from OMol25 describes a molecular structure, C8H19NO. The level of theory is ωB97M-V/def2-TZVPD.

ORCA input file:
```
! wB97M-V def2-TZVPD RIJCOSX def2/J DEFGRID3
* xyz 0 1
C -1.25 0.43 1.11
C 0.40 -1.54 1.38
C -1.87 1.65 0.47
C 0.12 -0.14 0.85
N -2.11 -0.24 1.96
O 0.30 0.86 1.71
H -2.01 -0.82 -0.58
H -2.75 0.33 2.50
H -1.75 -1.06 2.42
H 1.45 -1.78 1.22
H 0.26 -1.57 2.46
H -0.23 -2.28 0.89
H -1.25 2.52 0.67
H -2.87 1.82 0.87
H -1.97 1.53 -0.60
C 0.91 0.00 -0.78
C 0.43 1.12 -1.69
C 1.03 -1.29 -1.59
C 2.33 0.38 -0.32
H -1.33 -0.77 -1.05
H 2.30 1.27 0.31
H -0.57 0.93 -2.07
H 1.10 1.23 -2.55
H 0.42 2.08 -1.17
H 0.06 -1.59 -2.02
H 1.69 -1.14 -2.45
H 1.41 -2.13 -1.01
H 2.81 -0.41 0.25
H 2.96 0.61 -1.18
*
```

HOMO	-8.57	eV
Kohn-Sham gap	9.49	eV
LUMO	0.9248	eV

=====

Most stable structure - one; separation to the second - 2.761 eV.

=====

## one
This record from OMol25 describes 2 unconnected molecules or ions with the total composition C2H8N3O2. The level of theory is ωB97M-V/def2-TZVPD.

ORCA input file:
```
! wB97M-V def2-TZVPD RIJCOSX def2/J DEFGRID3
* xyz 1 1
C -0.29 0.49 1.84
C 0.68 0.92 0.75
N -1.83 1.11 -1.72
N 0.07 1.37 -0.43
N -0.88 1.05 -1.03
O -2.12 0.41 -2.78
O 0.59 -1.02 -1.99
H -1.05 -0.18 1.45
H 0.26 -0.02 2.63
H -0.78 1.36 2.28
H 1.36 1.71 1.08
H 1.31 0.06 0.44
H 1.32 -1.08 -2.62
H -1.42 -0.23 -3.04
H 0.45 -1.92 -1.67
*
```

HOMO	-15.33	eV
Kohn-Sham gap	9.87	eV
LUMO	-5.4664	eV

=====

## two
This record from OMol25 describes 2 unconnected molecules or ions with the total composition C2H8N3O2. The level of theory is ωB97M-V/def2-TZVPD.

ORCA input file:
```
! wB97M-V def2-TZVPD RIJCOSX def2/J DEFGRID3
* xyz 1 1
C -0.60 1.46 0.23
C -1.45 0.20 0.30
N 1.82 0.10 -0.05
N -0.90 -0.76 -0.61
N 0.05 -1.50 -0.30
O 2.34 0.13 1.10
O 0.43 -2.35 -1.20
H -0.11 1.73 1.24
H 0.28 1.23 -0.29
H -1.08 2.28 -0.20
H -1.61 -0.13 1.34
H -2.40 0.41 -0.09
H -1.27 -0.58 -1.60
H 3.21 0.58 1.16
H 1.29 -2.81 -1.03
*
```

HOMO (alpha / beta)	-13.24 / -13.34	eV
Kohn-Sham gap (alpha / beta)	8.28 / 8.17	eV
LUMO (alpha / beta)	-4.9638 / -5.1760	eV

=====

## three
This record from OMol25 describes a molecular structure, C2H8N3O2. The level of theory is ωB97M-V/def2-TZVPD.

ORCA input file:
```
! wB97M-V def2-TZVPD RIJCOSX def2/J DEFGRID3
* xyz 1 1
C 1.33 1.15 0.80
C -0.18 1.33 0.70
N -0.21 -0.47 -1.50
N -0.95 0.12 0.59
N -0.63 -0.71 -0.38
O 0.07 -1.50 -2.30
O -1.27 -2.27 0.28
H 1.81 1.96 0.11
H 1.64 0.88 1.81
H 1.47 0.21 0.22
H -0.47 1.80 1.58
H -0.47 1.99 -0.09
H -1.18 -0.45 1.46
H 0.63 -1.12 -2.95
H -1.59 -2.94 -0.33
*
```

HOMO (alpha / beta)	-15.12 / -15.12	eV
Kohn-Sham gap (alpha / beta)	8.05 / 8.06	eV
LUMO (alpha / beta)	-7.0713 / -7.0667	eV

=====

## four
This record from OMol25 describes 2 unconnected molecules or ions with the total composition C2H8N3O2. The level of theory is ωB97M-V/def2-TZVPD.

ORCA input file:
```
! wB97M-V def2-TZVPD RIJCOSX def2/J DEFGRID3
* xyz 1 1
C 0.41 0.19 0.38
C 0.35 -1.13 -0.04
N 1.29 1.11 0.36
N -1.85 1.12 0.18
N -0.74 -1.56 -0.76
O 2.19 1.40 -0.64
O 1.27 -1.86 0.56
H 1.25 1.78 1.04
H -2.69 1.26 -0.44
H 3.02 1.61 -0.24
H -1.71 1.98 0.75
H -1.21 -0.82 -1.33
H -0.80 -2.54 -0.94
H -2.01 0.34 0.74
H 1.23 -2.88 0.40
*
```

HOMO	-13.26	eV
Kohn-Sham gap	9.50	eV
LUMO	-3.7632	eV

=====

Most stable structure - four; separation to the second - 1.656 eV.